[1]
This record from OMol25 describes 14 unconnected molecules or ions with the total composition H26NO16 in a non-equilibrium geometry. The level of theory is wB97M-V/def2-TZVPD.

Positions of all 43 atoms, in Å:
N 0.52 -0.02 -0.34
O -0.61 -0.19 0.22
O 1.16 1.04 -0.21
O 1.14 -0.97 -0.85
O 3.64 0.79 -1.56
H 4.19 1.51 -1.29
H 2.76 1.02 -1.26
O 3.34 -0.09 1.18
H 3.31 0.81 1.53
H 2.67 0.02 0.47
O -2.01 2.13 -0.31
H -2.12 1.19 -0.52
H -1.86 2.03 0.61
O 0.60 3.59 -1.30
H 0.31 3.08 -0.57
H 0.47 2.95 -2.02
O 1.15 -0.71 -4.09
H 0.52 -1.31 -3.63
H 0.93 0.16 -3.78
O -3.29 -0.74 -0.51
H -3.59 -1.64 -0.73
H -2.35 -0.87 -0.47
O 0.80 0.23 2.86
H 0.34 -0.52 3.29
H 0.33 0.27 2.03
O -0.43 -3.12 0.53
H -0.44 -2.27 0.91
H -1.26 -3.47 0.82
O -2.70 -0.68 2.69
H -2.65 -1.34 2.05
H -3.47 -1.03 3.15
O -1.77 1.73 2.50
H -1.94 0.82 2.67
H -2.15 2.28 3.19
O -1.52 -2.22 -2.21
H -0.87 -2.25 -1.53
H -2.16 -2.80 -1.80
O 0.54 2.95 1.56
H -0.01 2.53 2.21
H 1.09 2.25 1.30
O 2.52 -2.78 -2.26
H 2.90 -2.18 -2.85
H 1.96 -2.19 -1.68

- HOMO energy: -0.2660 hartree
- Total charge: -1
- Relative energy (zero: lowest compared OMol25 entry of this formula, charge and spin): 1.689 eV
- F_max: 0.059 Eh/bohr



[2]
This record from OMol25 describes a molecular structure, C27H42Cl3N4O3SSiZn in a non-equilibrium geometry. The level of theory is wB97M-V/def2-TZVPD.

Positions of all 82 atoms, in Å:
C -1.46 -1.93 -3.55
C -0.86 -2.87 -2.55
H -1.60 -2.42 -4.52
H -0.83 -1.04 -3.70
H -2.43 -1.58 -3.15
C -0.41 -4.10 -2.86
C -0.38 -4.71 -4.22
H -0.09 -4.77 -2.06
H -0.51 -3.98 -5.02
H -1.15 -5.48 -4.32
H 0.59 -5.19 -4.38
Zn -0.17 0.56 -1.05
Cl -2.40 0.74 -0.61
Cl 0.47 1.11 -3.06
H 0.63 4.30 3.16
H -1.27 5.50 2.08
C 1.02 4.06 2.17
C -0.90 5.19 1.09
N -0.09 3.99 1.23
H 1.56 3.11 2.18
C -0.24 2.95 0.40
O 0.55 1.97 0.33
H -1.75 4.99 0.44
H -1.15 2.99 -0.22
H 1.70 4.88 1.87
H -0.30 6.00 0.67
H 1.72 -1.76 -3.63
H 2.48 -3.78 -1.89
C 2.68 -1.30 -3.35
C 3.40 -3.15 -1.89
N 3.07 -1.74 -2.03
H 2.58 -0.22 -3.37
C 2.98 -0.96 -0.92
O 2.56 0.20 -0.88
H 3.94 -3.30 -0.95
H 3.30 -1.50 0.01
H 3.43 -1.66 -4.07
H 4.02 -3.47 -2.74
O 0.19 -1.53 -0.82
C -0.86 -2.37 -1.11
C 0.25 -4.23 0.24
C -0.89 -3.48 -0.05
H 1.17 -4.02 -0.32
C 0.20 -5.21 1.23
H -1.79 -1.78 -1.01
C -2.09 -3.69 0.63
H 1.11 -5.74 1.52
C -1.04 -5.51 1.82
C -2.17 -4.77 1.50
H -2.94 -3.01 0.44
H -1.10 -6.34 2.53
H -3.14 -5.02 1.94
Si -0.44 3.96 -4.68
Cl -0.85 2.18 -5.70
C 1.39 4.21 -4.41
C -1.63 4.14 -3.25
C -0.87 5.25 -6.00
H 1.84 3.41 -3.81
H 1.57 5.17 -3.91
H 1.89 4.24 -5.39
H -0.17 5.17 -6.84
H -0.83 6.27 -5.62
H -1.88 5.08 -6.40
H -1.53 3.34 -2.50
H -2.66 4.12 -3.63
H -1.46 5.11 -2.75
N 1.24 -2.02 1.76
C 0.53 -1.38 2.69
N -0.27 -0.37 2.40
C -0.96 0.09 3.49
C -1.93 1.10 3.47
C -2.52 1.52 4.65
C -2.17 0.92 5.87
C -1.22 -0.12 5.91
C -0.61 -0.54 4.73
S 0.53 -1.82 4.42
H 1.75 -2.87 1.98
H 0.95 -1.84 0.78
H -2.20 1.52 2.50
H -3.26 2.33 4.64
H -2.64 1.27 6.78
H -0.96 -0.60 6.85

- HOMO energy: -0.1883 hartree
- Total charge: -1
- Relative energy (zero: lowest compared OMol25 entry of this formula, charge and spin): 0.725 eV
- F_max: 0.046 Eh/bohr



[3]
This record from OMol25 describes 2 unconnected molecules or ions with the total composition C21H12F3N4O6S in a non-equilibrium geometry. The level of theory is wB97M-V/def2-TZVPD.

Positions of all 47 atoms, in Å:
N -2.56 0.48 3.00
C -1.57 0.96 2.63
C -0.32 1.57 2.26
C 0.75 0.78 1.80
C 2.04 1.32 1.91
N 3.25 0.65 2.12
O 3.62 -0.50 2.07
O 4.13 1.64 2.65
N 3.54 2.87 2.72
C 2.28 2.67 2.25
C 1.15 3.54 2.48
N 1.27 4.93 2.88
O 2.34 5.55 2.70
O 0.25 5.45 3.39
C -0.12 2.95 2.50
H 0.65 -0.27 1.54
H -0.99 3.58 2.71
F -5.60 -2.53 2.12
C -5.58 -1.67 1.06
F -6.47 -2.14 0.13
F -6.07 -0.47 1.52
C -4.20 -1.53 0.48
C -4.02 -1.09 -0.83
C -2.74 -0.77 -1.28
C -1.59 -0.93 -0.44
C -0.31 -0.35 -0.73
S 1.13 -1.27 -0.85
C 1.86 -1.26 -2.50
C 1.99 -2.45 -3.22
C 2.66 -2.45 -4.45
C 3.23 -1.27 -4.94
C 3.14 -0.09 -4.18
C 2.49 -0.10 -2.95
O 2.20 -0.56 -0.18
O 0.84 -2.65 -0.50
C -1.82 -1.62 0.78
C -3.10 -1.81 1.28
H -4.88 -0.98 -1.49
H -2.57 -0.38 -2.29
H -0.25 0.63 -1.21
H 1.58 -3.37 -2.81
H 2.74 -3.37 -5.02
H 3.74 -1.25 -5.91
H 3.59 0.84 -4.55
H 2.47 0.80 -2.33
H -0.95 -1.93 1.37
H -3.24 -2.16 2.30

- HOMO energy: -0.1560 hartree
- Total charge: -1
- F_max: 0.055 Eh/bohr



[4]
This record from OMol25 describes a molecular structure, C17H49O8Zr in a non-equilibrium geometry. The level of theory is wB97M-V/def2-TZVPD.

Positions of all 75 atoms, in Å:
Zr -1.70 -2.62 1.61
C -0.21 0.69 -0.97
C -0.90 0.32 0.34
C -2.23 1.01 0.57
O -0.82 -1.08 0.63
H 0.85 0.41 -0.96
H -0.24 1.77 -1.12
H -0.65 0.24 -1.86
H -0.28 0.75 1.15
H -2.28 2.05 0.24
H -2.45 1.05 1.65
H -3.02 0.44 0.06
C -2.20 3.69 3.58
C -1.00 4.37 4.22
O -0.09 3.34 4.61
H -2.94 4.48 3.37
H -2.75 2.96 4.18
H -1.98 3.25 2.61
H -1.39 4.81 5.14
H -0.53 5.15 3.63
H 0.05 2.86 3.78
C 2.11 -2.01 3.30
C 1.04 -3.08 3.38
O 0.34 -3.23 2.08
H 2.50 -1.78 4.29
H 1.65 -1.08 2.96
H 2.96 -2.18 2.65
H 0.32 -2.79 4.15
H 1.47 -4.03 3.72
H 1.10 -3.40 1.42
C 2.42 2.99 -2.81
C 2.67 1.96 -3.88
O 3.61 2.46 -4.82
H 1.70 3.76 -3.07
H 3.30 3.59 -2.58
H 2.08 2.50 -1.90
H 1.76 1.59 -4.38
H 3.13 1.04 -3.46
H 3.92 1.73 -5.35
C 2.78 3.44 2.67
C 2.11 2.95 1.40
O 0.68 3.16 1.42
H 3.79 3.03 2.71
H 2.24 3.13 3.56
H 2.79 4.53 2.64
H 2.33 1.87 1.37
H 2.48 3.44 0.50
H 0.23 2.52 0.87
C -0.46 -4.79 -2.17
C -0.62 -3.54 -1.30
O -1.62 -3.84 -0.21
H -0.73 -5.70 -1.65
H 0.51 -4.77 -2.66
H -1.10 -4.72 -3.06
H -1.03 -2.68 -1.83
H 0.37 -3.32 -0.91
H -2.24 -4.43 -0.68
C -6.38 -0.28 -4.24
C -5.21 -0.34 -3.31
O -5.14 0.88 -2.54
H -7.22 0.21 -3.75
H -6.67 -1.30 -4.50
H -6.25 0.30 -5.15
H -4.24 -0.47 -3.83
H -5.29 -1.17 -2.59
H -4.69 0.68 -1.72
C 2.93 -1.98 -0.69
C 3.34 -3.37 -0.24
O 2.31 -4.05 0.55
H 3.61 -1.71 -1.50
H 2.93 -1.25 0.11
H 1.95 -2.07 -1.16
H 4.22 -3.27 0.40
H 3.60 -4.02 -1.08
H 2.39 -5.00 0.43

- HOMO energy: -0.5811 hartree
- Total charge: +3
- Relative energy (zero: lowest compared OMol25 entry of this formula, charge and spin): 0.000 eV
- F_max: 0.141 Eh/bohr



[5]
This record from OMol25 describes 4 unconnected molecules or ions with the total composition C3H11NO3S in a non-equilibrium geometry. The level of theory is wB97M-V/def2-TZVPD.

Positions of all 19 atoms, in Å:
O -2.05 -1.03 1.69
C -0.93 -0.53 1.59
N 0.01 -0.90 0.71
C 1.36 -0.45 0.86
C 1.99 -0.25 -0.54
S 3.76 0.27 -0.26
H -0.40 0.07 2.39
H -1.07 1.30 0.71
H 1.95 -1.19 1.38
H 1.34 0.54 1.32
H 1.44 0.51 -1.10
H 1.87 -1.19 -1.08
H 4.38 -0.14 -1.37
H -4.05 0.36 -0.86
H -3.07 0.00 0.29
O -3.11 0.32 -0.65
H -1.09 1.27 -1.10
H -1.44 0.12 -1.99
O -0.90 0.92 -1.98

- HOMO energy: -0.3490 hartree
- Total charge: 0
- Relative energy (zero: lowest compared OMol25 entry of this formula, charge and spin): 6.969 eV
- F_max: 0.041 Eh/bohr



[6]
This record from OMol25 describes a molecular structure, C4H8O3 in a non-equilibrium geometry. The level of theory is wB97M-V/def2-TZVPD.

Positions of all 15 atoms, in Å:
C -1.55 -0.18 -1.47
C -0.92 -0.40 -0.38
C 0.54 1.05 1.20
C 0.87 0.16 0.07
O -1.10 -1.25 0.68
O 1.32 0.77 -1.10
O 1.56 -0.96 0.39
H -2.61 -0.46 -1.77
H -1.07 0.54 -2.15
H 1.30 1.87 1.20
H 0.63 0.34 2.04
H -0.49 1.31 0.98
H -1.86 -1.92 0.50
H 2.01 0.30 -1.54
H 1.38 -1.18 1.33

- HOMO energy: -0.3184 hartree
- Total charge: 0
- Relative energy (zero: lowest compared OMol25 entry of this formula, charge and spin): 3.618 eV
- F_max: 0.128 Eh/bohr



[7]
This record from OMol25 describes a molecular structure, CH2CuF in a non-equilibrium geometry. The level of theory is wB97M-V/def2-TZVPD.

Positions of all 5 atoms, in Å:
H 0.34 -1.49 2.09
C 0.13 0.20 -0.58
Cu -2.13 1.16 -0.15
F 1.19 0.84 -0.24
H 0.47 -0.71 -1.12

- HOMO energy (alpha / beta): -0.5479 / -0.5846 hartree
- Total charge: +1
- Relative energy (zero: lowest compared OMol25 entry of this formula, charge and spin): 2.701 eV
- F_max: 0.030 Eh/bohr
- <S²>: 0.7501
- Multiplicity: 2



[8]
This record from OMol25 describes a molecular structure, C28H38BN5P2Sn in a non-equilibrium geometry. The level of theory is wB97M-V/def2-TZVPD.

Positions of all 75 atoms, in Å:
Sn -0.56 2.23 -4.73
C -1.65 2.31 -6.59
C -1.75 0.91 -6.30
C -0.79 -0.15 -6.74
C 0.70 0.26 -6.90
C 1.17 1.26 -5.89
C 1.30 2.67 -6.05
C 0.63 3.48 -7.11
C -0.75 2.94 -7.63
C 0.07 2.83 -2.79
H -2.45 2.96 -6.22
H -2.75 0.54 -6.04
H -1.14 -0.54 -7.70
H -0.82 -1.03 -6.08
H 1.31 -0.66 -6.75
H 0.91 0.60 -7.92
H 1.79 0.80 -5.12
H 2.19 3.12 -5.57
H 1.28 3.63 -7.99
H 0.48 4.50 -6.73
H -1.31 3.83 -7.98
H -0.54 2.29 -8.50
H -0.72 3.44 -2.35
H 0.95 3.43 -2.99
H 0.31 1.98 -2.14
P 1.74 -0.48 -1.90
P -1.34 -1.27 -1.24
N 3.01 0.27 -3.00
N 2.81 -1.75 -1.52
N -2.15 0.03 -2.17
N -2.77 -2.25 -1.17
C 0.72 -1.29 -3.24
C -0.52 -2.05 -2.71
C 3.33 1.62 -2.91
C 4.31 1.94 -3.83
C 4.61 0.74 -4.56
C 3.80 -0.27 -4.04
C 3.85 -1.53 -0.60
C 4.50 -2.73 -0.37
C 3.86 -3.73 -1.18
C 2.84 -3.09 -1.89
C -2.46 1.27 -1.59
C -3.22 2.02 -2.46
C -3.38 1.26 -3.66
C -2.72 0.05 -3.45
C -3.66 -2.67 -2.17
C -4.78 -3.22 -1.55
C -4.57 -3.16 -0.14
C -3.34 -2.55 0.08
H 1.35 -2.00 -3.82
H 0.42 -0.49 -3.95
H -1.28 -2.19 -3.49
H -0.23 -3.04 -2.32
H 2.85 2.20 -2.13
H 4.77 2.91 -3.94
H 5.36 0.65 -5.34
H 3.77 -1.32 -4.26
H 4.02 -0.54 -0.21
H 5.34 -2.87 0.29
H 4.13 -4.77 -1.26
H 2.14 -3.47 -2.62
H -2.11 1.50 -0.60
H -3.60 3.01 -2.28
H -3.90 1.56 -4.57
H -2.82 -0.85 -4.04
H -3.42 -2.57 -3.22
H -5.64 -3.61 -2.07
H -5.25 -3.52 0.62
H -2.82 -2.32 0.99
B -0.90 -0.71 3.26
C -0.89 -0.11 1.84
N -0.91 0.35 0.76
H -1.95 -0.42 3.80
H 0.08 -0.26 3.85
H -0.81 -1.93 3.13

- HOMO energy (alpha / beta): -0.4744 / -0.4746 hartree
- Total charge: +2
- F_max: 0.059 Eh/bohr